Record 1
ORCA calculation (ωB97M-V/def2-TZVPD) on 3 unconnected molecules or ions with the total composition C25H55ClN5O2 in a non-equilibrium geometry.

Element x y z (Å)
Cl 5.854 -1.020 0.188
O -0.240 3.838 3.058
O -0.689 -3.030 -0.287
N 2.419 -1.380 0.653
N 3.731 0.588 0.642
N 1.477 0.431 -0.210
N 5.151 1.476 -1.804
N 0.604 -0.611 -0.278
C 5.252 2.200 -0.524
C 0.849 -6.195 -5.982
C 1.197 -1.682 0.254
C 5.533 0.571 2.393
C 0.753 2.727 0.448
C -1.728 -2.654 0.606
C 0.574 -3.024 0.339
C 2.606 -0.083 0.380
C 0.582 -2.816 -4.364
C 4.753 -0.196 1.328
C -0.647 2.593 1.017
C -6.154 3.860 2.072
C -4.381 1.296 1.929
C -6.536 2.546 1.388
C -7.970 3.805 3.865
C 5.852 -0.372 3.567
C -5.905 1.296 2.000
C 0.103 -4.132 -3.753
C -6.480 3.928 3.564
C 1.172 -5.222 -3.644
C 4.000 1.976 0.317
C 1.829 -5.614 -4.967
C 1.013 1.729 -0.690
C -1.042 3.770 1.885
C 1.679 -2.136 -3.548
H 6.669 0.047 4.142
H -8.155 3.891 4.936
H 1.368 -6.487 -6.895
H -6.221 1.182 3.039
H 1.233 -3.734 -0.147
H 1.951 -4.904 -2.943
H 1.697 2.149 -1.415
H -1.580 -1.660 1.037
H 0.884 3.724 0.032
H -0.787 1.683 1.601
H -7.622 2.431 1.395
H 3.220 2.446 -0.260
H -6.670 4.677 1.559
H -8.534 4.595 3.366
H 1.331 -1.928 -2.531
H -0.321 -0.579 -0.675
H -0.273 -2.139 -4.440
H 0.491 -3.326 1.384
H -0.945 4.696 1.326
H -0.290 -3.932 -2.751
H 1.970 -1.188 -4.002
H -1.352 2.551 0.185
H 6.484 0.914 2.009
H 4.099 2.566 1.226
H 4.992 -0.456 4.224
H 0.933 -2.977 -5.386
H -3.975 0.375 2.353
H 0.713 -6.110 -3.200
H -1.811 -3.355 1.433
H -2.090 3.689 2.168
H -0.669 3.298 3.721
H 1.499 2.615 1.227
H 6.162 2.010 0.032
H 2.341 -4.752 -5.404
H -8.373 2.844 3.541
H 5.946 0.856 -1.891
H 5.279 2.144 -2.553
H -5.084 4.048 1.933
H -6.285 0.420 1.468
H 0.079 1.585 -1.218
H -4.042 1.368 0.891
H -5.932 3.152 4.106
H -2.660 -2.638 0.058
H 0.354 -7.081 -5.581
H -0.742 -4.507 -4.335
H 6.123 -1.360 3.216
H 4.938 1.386 2.788
H -3.953 2.130 2.488
H 4.260 -1.000 1.848
H 2.577 -2.752 -3.480
H 2.605 -6.355 -4.761
H -6.249 2.608 0.333
H 0.079 -5.474 -6.262
H 5.246 3.267 -0.734
H -6.118 4.883 3.953

Output
HOMO-LUMO gap   10.13 eV
Calculated total energy   -50879.021 eV
Net charge   +1
HOMO energy   -12.327 eV
Maximum force   1.51 eV Å⁻¹

Record 2
ORCA calculation (ωB97M-V/def2-TZVPD) on 2 unconnected molecules or ions with the total composition C3H10S3 in a non-equilibrium geometry.

Element x y z (Å)
S 0.369 1.994 2.884
S -0.085 -1.978 0.293
S 2.157 0.983 2.962
C 0.188 -0.260 -1.817
C -0.753 -1.346 -1.305
C -0.445 1.643 1.309
H -1.514 1.831 1.300
H 2.552 0.751 1.698
H -0.765 -3.133 0.290
H 0.129 2.181 0.555
H 0.910 0.149 -1.123
H -0.880 -2.208 -1.963
H -1.787 -1.046 -1.152
H -0.413 0.520 -2.297
H 0.682 -0.657 -2.696
H -0.348 0.577 1.061

Output
HOMO-LUMO gap   8.68 eV
Relative energy (zero: lowest compared OMol25 entry of this formula, charge and spin)   19.18 kcal/mol
Calculated total energy   -35778.008 eV
SMILES   CCS.CSS
Net charge   0
HOMO energy   -8.035 eV
Maximum force   1.99 eV Å⁻¹

Record 3
ORCA calculation (ωB97M-V/def2-TZVPD) on a molecular structure, C5H8InLiO4 in a non-equilibrium geometry.

Element x y z (Å)
In -0.291 -0.219 1.679
O 2.430 0.591 2.990
O 2.640 -0.311 1.005
O 0.066 -1.728 0.453
O -1.871 -0.161 0.385
C -1.917 2.016 -0.597
C 1.832 0.104 2.046
C 0.966 -1.515 -0.551
C 2.103 -0.543 -0.289
C -2.016 0.536 -0.684
Li -1.730 -2.259 0.427
H -2.018 2.326 0.456
H 1.771 0.429 -0.696
H -2.748 2.460 -1.166
H 1.443 -2.489 -0.771
H -2.846 0.209 -1.336
H 2.951 -0.893 -0.897
H -0.943 2.379 -0.947
H 0.181 -0.931 -1.507

Output
HOMO-LUMO gap (alpha / beta)   7.12 / 7.12 eV
Relative energy (zero: lowest compared OMol25 entry of this formula, charge and spin)   40.16 kcal/mol
Calculated total energy   -18862.298 eV
Net charge   +2
HOMO energy (alpha / beta)   -17.696 / -17.699 eV
Maximum force   6.94 eV Å⁻¹

Record 4
ORCA calculation (ωB97M-V/def2-TZVPD) on 11 unconnected molecules or ions with the total composition C46H106ClN6O6 in a non-equilibrium geometry.

Element x y z (Å)
Cl 14.477 -23.050 6.000
O 17.111 -22.617 0.130
O 15.340 -23.186 -1.014
O 6.224 -23.121 3.595
O 15.887 -19.947 -0.390
O 20.063 -24.500 7.482
O 8.201 -24.163 3.825
N 11.695 -25.173 3.945
N 17.556 -23.562 9.117
N 15.775 -20.009 2.866
N 3.864 -23.090 -10.269
N 17.598 -22.305 -4.234
N 3.319 -20.536 4.673
C 16.093 -21.106 -5.651
C 3.509 -23.283 -8.711
C 11.605 -23.719 3.759
C 10.017 -26.307 0.673
C 3.701 -21.643 -10.734
C 4.089 -21.378 5.706
C 18.994 -24.067 -2.978
C 3.480 -21.570 7.092
C 10.714 -25.752 2.924
C 15.932 -18.874 1.891
C 17.961 -23.340 7.549
C 18.818 -24.381 6.882
C 16.250 -23.010 -4.171
C 13.012 -27.075 4.520
C 10.912 -25.364 1.476
C 3.174 -18.979 4.868
C 3.685 -24.898 -6.773
C 16.240 -23.440 -0.227
C 17.138 -20.691 3.196
C 16.459 -24.889 0.140
C 4.536 -21.495 -11.993
C 16.922 -24.926 9.238
C 4.081 -20.681 3.390
C 3.154 -20.454 8.097
C 6.791 -24.851 1.925
C 7.124 -23.925 3.273
C 17.732 -21.313 -3.147
C 16.518 -22.504 9.312
C 3.666 -24.608 -8.098
C 17.567 -21.524 -5.553
C 14.851 -21.073 2.241
C 15.051 -19.669 4.145
C 13.070 -25.692 3.800
C 12.163 -26.787 5.769
C 18.771 -23.520 10.020
C 16.592 -19.206 0.560
C 15.267 -21.890 -4.614
C 18.765 -23.216 -4.274
C 2.961 -23.946 -11.106
C 11.239 -25.521 5.413
C 3.476 -19.623 2.472
C 20.329 -23.729 -2.266
C 2.997 -18.509 3.373
C 5.349 -23.375 -10.568
C 1.892 -21.119 4.410
C 5.623 -22.454 -11.737
H 3.451 -24.284 -12.025
H 17.324 -21.177 2.246
H 16.230 -20.890 -0.350
H 17.509 -19.712 0.852
H 4.100 -19.353 1.627
H 2.980 -25.919 -6.591
H 16.193 -22.582 10.348
H 4.049 -18.663 5.481
H 1.310 -20.966 5.314
H 2.296 -18.810 5.429
H 18.784 -23.989 5.836
H 19.633 -23.851 9.408
H 3.121 -20.796 9.146
H 9.739 -25.387 3.255
H 10.161 -25.705 5.291
H 14.403 -22.404 -5.058
H 4.430 -22.799 -8.350
H 12.841 -26.351 6.547
H 16.193 -23.835 -4.917
H 13.326 -25.940 2.781
H 13.987 -27.439 4.830
H 5.814 -24.613 1.573
H 5.443 -24.454 -10.634
H 16.964 -21.333 4.126
H 18.605 -23.797 -5.157
H 16.546 -25.081 10.252
H 14.125 -19.083 3.928
H 5.915 -23.033 -9.688
H 11.609 -27.597 6.229
H 3.598 -24.387 -5.797
H 2.230 -19.946 7.911
H 8.981 -26.288 1.088
H 2.649 -21.347 -10.656
H 18.813 -20.899 -3.218
H 13.859 -20.574 2.002
H 15.768 -21.335 -6.661
H 13.625 -24.929 4.324
H 11.949 -25.494 1.172
H 17.784 -19.889 3.511
H 12.453 -27.827 3.861
H 16.190 -23.355 -3.104
H 14.135 -23.892 1.443
H 4.316 -22.171 7.631
H 2.592 -21.935 1.618
H 14.813 -21.969 2.941
H 4.071 -21.669 -12.950
H 16.922 -21.540 9.057
H 17.784 -25.649 9.048
H 2.027 -23.386 -11.593
H 4.918 -20.447 -12.024
H 19.042 -22.492 10.236
H 15.650 -25.524 -0.317
H 3.918 -19.641 7.988
H 1.941 -22.220 4.302
H 15.307 -21.394 1.305
H 14.885 -21.261 -3.782
H 5.688 -23.137 -12.615
H 6.985 -25.932 2.301
H 16.865 -18.253 0.156
H 10.012 -26.026 -0.403
H 16.158 -24.952 8.518
H 15.570 -18.995 4.804
H 5.133 -20.507 3.520
H 4.216 -25.659 -8.519
H 11.378 -24.668 6.067
H 3.611 -17.620 3.311
H 17.055 -20.512 -3.267
H 20.449 -24.462 -1.535
H 7.625 -24.578 1.279
H 2.443 -24.741 -10.615
H 16.981 -23.129 7.057
H 2.612 -20.027 1.931
H 4.065 -22.355 5.226
H 18.231 -24.068 -2.231
H 17.840 -22.193 -6.365
H 17.413 -25.268 -0.208
H 16.026 -20.009 -5.560
H 16.474 -24.832 1.212
H 21.172 -23.807 -2.993
H 6.626 -21.982 -11.626
H 10.541 -27.294 0.699
H 10.681 -26.835 3.108
H 10.563 -23.419 3.789
H 15.654 -22.753 8.741
H 4.001 -21.660 3.071
H 5.084 -20.958 5.675
H 18.323 -20.763 -5.505
H 20.510 -25.302 7.256
H 19.688 -22.633 -4.471
H 18.290 -25.355 6.809
H 16.645 -18.210 2.379
H 14.842 -20.558 4.757
H 4.206 -21.026 -9.971
H 18.596 -24.228 10.853
H 1.478 -20.692 3.530
H 10.598 -24.372 1.358
H 2.659 -22.661 -8.438
H 19.032 -25.058 -3.374
H 2.610 -22.256 7.130
H 14.926 -18.476 1.847
H 20.294 -22.731 -1.780
H 12.302 -23.247 4.553
H 17.438 -21.748 -2.157
H 11.958 -23.516 2.752
H 1.947 -18.263 3.212
H 18.558 -22.428 7.594

Output
HOMO-LUMO gap   1.29 eV
Calculated total energy   -83130.384 eV
Net charge   +3
HOMO energy   -10.527 eV
Maximum force   4.84 eV Å⁻¹